#w
CH2N4S | ωB97M-V with the def2-TZVPD basis set

Results
- orbital gap (Ha) = 0.344
- LUMO (eV) = -0.194
- charge = 0

Positions of all 8 atoms, in Å:
C 1.1799 -0.1462 -0.0773
N 0.4042 -0.5677 -1.1796
N -1.9781 1.4484 -0.3450
N -1.7012 0.5865 0.3240
N -1.2832 -0.3179 0.9785
S -0.0406 -1.3909 0.0650
H 2.3779 -0.3561 -0.1527
H 1.0411 0.7439 0.3872

***

#x
CH2N4S | ωB97M-V with the def2-TZVPD basis set

Results
- orbital gap (Ha) = 0.354
- SMILES = S=c1[nH]nn[nH]1
- LUMO (eV) = 0.835
- charge = 0

Positions of all 8 atoms, in Å:
S -1.8735 0.1346 0.5195
C -0.3109 -0.1044 0.1742
N 0.7932 -0.0932 0.8507
N 1.8972 -0.0324 0.0957
N 1.5432 -0.0023 -1.1108
N 0.2140 -0.1118 -1.1450
H 0.8930 0.0605 1.8428
H -0.1845 0.0904 -2.0344

***

In terms of stability, #x leads; the second structure lies 86.9 kcal/mol higher.

***

#w
C2H3ClS | ωB97M-V with the def2-TZVPD basis set

Results
- orbital gap (Ha) = 0.384
- SMILES = C#CCl.S
- LUMO (eV) = 0.762
- charge = 0

Positions of all 7 atoms, in Å:
C -0.8823 -0.7522 0.4198
C -1.9857 -0.2971 0.2404
Cl -3.4784 -0.0108 -0.2129
H 0.0265 -1.2627 0.6660
S 1.9619 1.2064 0.0206
H 2.8257 1.1709 -1.0209
H 1.5323 -0.0546 -0.1130

***

#x
C2H3ClS | ωB97M-V with the def2-TZVPD basis set

Results
- orbital gap (Ha) = 0.368
- SMILES = Cl[C@@H]1CS1
- LUMO (eV) = 0.794
- charge = 0

Positions of all 7 atoms, in Å:
Cl 1.6199 0.6584 -1.3733
C 0.3816 -0.3537 -0.5584
C -0.5312 0.3443 0.4899
S 0.5719 -0.8395 1.2081
H -0.0874 -1.1553 -0.9798
H -0.3460 1.2911 0.9028
H -1.6087 0.0547 0.3106

***

In terms of stability, #x leads; the second structure lies 35.6 kcal/mol higher.

***

#w
C3H11NO2S | ωB97M-V with the def2-TZVPD basis set

Results
- orbital gap (Ha) = 0.359
- SMILES = OCNCCS.O
- LUMO (eV) = 0.740
- charge = 0

Positions of all 18 atoms, in Å:
O -2.2605 0.0960 -1.3653
C -1.5331 0.1339 -0.1250
N -0.1729 0.4931 -0.2694
C 0.4324 1.7658 0.1146
C 1.8905 2.0240 -0.2734
S 2.8807 1.0270 0.9425
H -1.5731 0.1500 -2.0303
H -2.0617 0.7592 0.6154
H -1.6091 -0.8754 0.2736
H 0.4244 -0.3057 -0.3829
H -0.0799 2.5082 -0.5215
H 0.2311 2.0205 1.1474
H 2.0934 1.8033 -1.3287
H 2.1843 3.0596 -0.0812
H 4.0109 1.7739 0.9186
O -3.4416 -5.5870 0.1165
H -4.2840 -5.1007 0.0639
H -3.3010 -5.4366 -0.8286

***

#x
C3H11NO2S | ωB97M-V with the def2-TZVPD basis set

Results
- orbital gap (Ha) = 0.339
- SMILES = N[C@@H](CO)CS.O
- LUMO (eV) = 0.404
- charge = 0

Positions of all 18 atoms, in Å:
N -0.2615 0.0140 1.0291
C -0.6407 0.7428 -0.1917
C 0.5413 0.8175 -1.1381
O 1.6275 1.5721 -0.5882
C -1.8568 0.1447 -0.8606
S -3.1664 -0.4340 0.2605
H -0.3737 -0.9633 0.8041
H 0.6371 0.2867 1.3860
H -0.8282 1.7634 0.1241
H 0.8533 -0.1580 -1.5277
H 0.2663 1.3050 -2.0872
H 2.1923 0.8862 -0.2127
H -2.2886 0.8583 -1.5626
H -1.5269 -0.7063 -1.4629
H -2.5477 -0.0763 1.3948
O 2.3994 -1.6781 1.3373
H 2.4330 -1.8028 2.2930
H 2.5405 -2.5719 1.0028

***

In terms of stability, #x leads; the second structure lies 14.7 kcal/mol higher.

***

#w
C24H30F18O12 | ωB97M-V with the def2-TZVPD basis set

Results
- orbital gap (Ha) = 0.427
- SMILES = CCOC(=O)C(F)(F)F.CCOC(=O)C(F)(F)F.CCOC(=O)C(F)(F)F.CCOC(=O)C(F)(F)F.CCOC(=O)C(F)(F)F.CCOC(=O)C(F)(F)F
- LUMO (eV) = 0.565
- charge = 0

Positions of all 84 atoms, in Å:
C 0.4640 2.5259 4.9479
C -0.5453 2.6052 6.0881
O -1.6490 1.7147 5.9046
C -1.4765 0.4784 6.3509
O -0.4947 0.0664 6.8731
C -2.6998 -0.4391 6.0894
F -2.2489 -1.6434 5.7333
F -3.3723 -0.5824 7.2363
F -3.4912 0.0355 5.1401
H 0.0207 2.5904 3.9544
H 1.0865 1.6367 5.0307
H 1.1271 3.3930 4.9842
H -1.0067 3.5889 6.1275
H 0.0177 2.4591 7.0085
C -2.7289 6.6902 -6.2297
C -4.1755 7.0729 -5.8478
O -4.3819 6.9604 -4.4485
C -4.6107 5.7477 -3.9724
O -4.8505 4.8010 -4.6433
C -4.7030 5.7027 -2.4514
F -4.2825 4.5297 -2.0045
F -3.9688 6.6532 -1.8896
F -5.9903 5.8353 -2.1286
H -2.0790 7.1680 -5.5004
H -2.5324 7.1039 -7.2186
H -2.6134 5.6109 -6.2879
H -4.9402 6.4764 -6.3485
H -4.3340 8.0957 -6.1845
C -0.3955 -0.2387 1.8689
C -1.3864 0.9375 1.7665
O -1.9599 0.9526 0.4604
C -1.1925 1.4046 -0.5139
O -0.0726 1.7891 -0.4219
C -1.9251 1.3378 -1.8720
F -3.1173 0.7490 -1.7557
F -2.1614 2.5551 -2.3572
F -1.1982 0.6498 -2.7413
H -0.0481 -0.3746 2.8886
H 0.4578 -0.0524 1.2148
H -0.8299 -1.1220 1.3990
H -0.8998 1.8679 2.0581
H -2.2100 0.8157 2.4676
C 5.1211 -4.1564 5.3904
C 5.4406 -3.7172 3.9747
O 4.3634 -2.9019 3.5122
C 3.4713 -3.4123 2.6799
O 3.4711 -4.5276 2.2587
C 2.3207 -2.4057 2.3842
F 1.6681 -2.2222 3.5449
F 2.7553 -1.2400 1.9174
F 1.4631 -2.8829 1.4795
H 5.1578 -3.2715 6.0335
H 5.8351 -4.8900 5.7671
H 4.1301 -4.5727 5.5672
H 5.5127 -4.6213 3.3644
H 6.3937 -3.2086 3.8650
C 6.7598 -0.0421 -2.1851
C 6.2271 -1.3505 -2.7784
O 4.8131 -1.3383 -2.8763
C 4.0945 -1.6737 -1.8291
O 4.5060 -2.0246 -0.7684
C 2.5714 -1.6328 -2.0789
F 2.1536 -2.9097 -2.2348
F 1.9822 -1.1381 -0.9937
F 2.2000 -0.9415 -3.1560
H 6.2456 0.3198 -1.2980
H 6.7219 0.7202 -2.9627
H 7.8008 -0.2130 -1.9057
H 6.5608 -2.2090 -2.1901
H 6.6781 -1.5166 -3.7545
C -0.8509 -3.8277 -2.2075
C -2.0698 -2.9372 -2.1586
O -3.0016 -3.1745 -3.1949
C -3.9335 -4.0942 -3.0636
O -4.2290 -4.6427 -2.0453
C -4.6022 -4.4850 -4.3855
F -5.8840 -4.8040 -4.1881
F -4.5757 -3.4494 -5.2440
F -3.9783 -5.5371 -4.9174
H -0.2173 -3.6022 -3.0694
H -1.1563 -4.8689 -2.3308
H -0.2248 -3.7139 -1.3255
H -1.7874 -1.8879 -2.1934
H -2.5103 -3.1442 -1.1784

***

#x
C24H30F18O12 | ωB97M-V with the def2-TZVPD basis set

Results
- orbital gap (Ha) = 0.419
- SMILES = CCOC(=O)C(F)(F)F.CCOC(=O)C(F)(F)F.CCOC(=O)C(F)(F)F.CCOC(=O)C(F)(F)F.CCOC(=O)C(F)(F)F.CCOC(=O)C(F)(F)F
- LUMO (eV) = 0.421
- charge = 0

Positions of all 84 atoms, in Å:
C -0.5453 0.7281 1.5170
C -0.7894 -0.2972 0.3991
O -0.3155 0.0929 -0.8904
C 0.9378 -0.2491 -1.2762
O 1.6065 -1.0937 -0.6860
C 1.3640 0.3140 -2.6582
F 1.4469 -0.8483 -3.3130
F 0.4181 1.0705 -3.2202
F 2.5109 0.9805 -2.7451
H 0.2907 0.4782 2.1703
H -1.4607 0.7373 2.1087
H -0.5323 1.7570 1.1573
H -1.8437 -0.3945 0.1402
H -0.5503 -1.3185 0.6957
C -0.0857 2.0614 8.8867
C -0.2797 3.0390 7.7883
O -0.6824 2.2446 6.6306
C -2.0461 2.0873 6.5053
O -2.8378 2.4567 7.3430
C -2.4736 1.5361 5.1414
F -1.5669 0.6960 4.7078
F -3.6413 0.9188 5.2051
F -2.5449 2.5551 4.2640
H 0.6774 2.4571 9.5569
H 0.3665 1.1022 8.6346
H -1.0306 1.8482 9.3866
H 0.7096 3.3605 7.4628
H -0.8206 3.9539 8.0300
C -1.1628 2.0443 -8.7498
C -0.5905 0.6334 -9.0288
O -0.4558 -0.0549 -7.7874
C -0.2489 -1.4383 -7.7988
O -0.1415 -2.1313 -8.8179
C -0.0809 -1.9989 -6.3625
F -0.5680 -3.2622 -6.3142
F 1.2057 -1.9682 -6.0864
F -0.6414 -1.2291 -5.3145
H -2.1030 1.9019 -8.2170
H -1.4327 2.4787 -9.7124
H -0.4737 2.5678 -8.0872
H 0.3542 0.6917 -9.5693
H -1.2631 0.1462 -9.7348
C 1.0121 -1.9750 6.8625
C -0.2428 -1.4157 6.3211
O -0.4651 -1.7236 4.9837
C -0.9100 -2.9600 4.7181
O -1.0930 -3.8203 5.5702
C -0.9525 -3.3351 3.1694
F 0.1964 -2.8357 2.5940
F -1.1826 -4.6117 2.9341
F -1.9839 -2.7201 2.6978
H 1.1758 -3.0292 6.6390
H 1.0312 -1.8022 7.9385
H 1.8164 -1.3855 6.4223
H -0.3172 -0.3448 6.5100
H -1.0947 -1.8393 6.8532
C -1.7144 4.7242 -1.6052
C -0.4828 3.9028 -1.1445
O 0.7308 4.5270 -1.7258
C 1.9717 3.9327 -1.4632
O 2.1301 2.9040 -0.7978
C 3.1130 4.7190 -2.1194
F 3.5811 4.1115 -3.1932
F 2.7730 5.9610 -2.5060
F 4.0965 4.8243 -1.2104
H -1.5718 5.7408 -1.2386
H -2.6593 4.3123 -1.2509
H -1.9769 4.7450 -2.6629
H -0.5912 2.8669 -1.4660
H -0.4474 3.8219 -0.0580
C 3.0232 -3.6280 -3.1572
C 2.4325 -4.5089 -2.2045
O 1.1306 -4.1603 -1.8051
C -0.0271 -4.6155 -2.4000
O -0.1080 -5.5583 -3.2196
C -1.2837 -3.9620 -1.7844
F -2.1667 -3.4998 -2.7022
F -1.8455 -4.8950 -1.0940
F -0.9432 -2.9889 -0.9073
H 3.1874 -2.6902 -2.6264
H 2.3972 -3.5637 -4.0472
H 4.0711 -3.8605 -3.3467
H 3.1443 -4.4526 -1.3809
H 2.3666 -5.5670 -2.4577

***

#y
C24H30F18O12 | ωB97M-V with the def2-TZVPD basis set

Results
- orbital gap (Ha) = 0.418
- SMILES = CCOC(=O)C(F)(F)F.CCOC(=O)C(F)(F)F.CCOC(=O)C(F)(F)F.CCOC(=O)C(F)(F)F.CCOC(=O)C(F)(F)F.CCOC(=O)C(F)(F)F
- LUMO (eV) = 0.323
- charge = 0

Positions of all 84 atoms, in Å:
C -0.5405 -3.7589 2.5166
C -1.5768 -3.8917 3.6031
O -2.8607 -3.5433 3.1188
C -3.1173 -2.2882 2.7679
O -2.4088 -1.3712 3.0891
C -4.4830 -1.9995 2.1038
F -4.3688 -1.1250 1.1214
F -5.0505 -3.1514 1.7002
F -5.3065 -1.5169 3.0357
H -0.7943 -4.2657 1.5875
H 0.4571 -4.1065 2.7862
H -0.4448 -2.7027 2.2552
H -1.3410 -3.3354 4.5092
H -1.6377 -4.9704 3.7534
C 1.3106 3.6234 2.7165
C 1.6442 2.3095 1.9999
O 0.5594 1.7666 1.2649
C 0.8569 0.6838 0.5042
O 1.8814 0.0802 0.5992
C -0.3508 0.0826 -0.2390
F 0.0215 -0.6198 -1.2997
F -0.9523 -0.7425 0.6403
F -1.2452 1.0017 -0.5637
H 0.4424 3.5344 3.3681
H 1.1122 4.4479 2.0313
H 2.1845 3.9040 3.3054
H 1.9685 1.5263 2.6882
H 2.4690 2.4903 1.3065
C 0.8463 -4.3634 -2.1850
C -0.2006 -3.8273 -3.1739
O -1.4168 -3.3818 -2.5104
C -2.2132 -4.3437 -2.0450
O -2.1552 -5.4980 -2.3831
C -3.0826 -3.8730 -0.8810
F -4.3860 -4.0278 -1.1370
F -2.7630 -4.5866 0.1973
F -2.9165 -2.5747 -0.6150
H 0.4934 -5.1919 -1.5735
H 1.0397 -3.5383 -1.4981
H 1.7369 -4.6333 -2.7488
H -0.5244 -4.5656 -3.9089
H 0.1670 -3.0145 -3.7963
C 5.7002 1.6879 0.4354
C 6.1659 0.8399 -0.7576
O 5.2650 -0.2332 -0.8888
C 5.5445 -1.1654 -1.8333
O 6.4667 -1.1046 -2.5816
C 4.5197 -2.3230 -1.8553
F 3.5442 -2.1883 -0.9835
F 3.9925 -2.3657 -3.0834
F 5.1600 -3.4889 -1.6600
H 6.0788 2.7056 0.4440
H 5.8326 1.1719 1.3855
H 4.6139 1.7717 0.3371
H 7.2181 0.5762 -0.6171
H 6.2683 1.4468 -1.6611
C -8.0971 -0.5129 0.4900
C -7.2743 -1.2389 -0.5503
O -6.2722 -0.3453 -0.9805
C -5.4250 -0.6924 -1.9456
O -5.6060 -1.6578 -2.6322
C -4.2594 0.3020 -2.1248
F -3.1193 -0.3473 -2.3062
F -4.4854 0.9554 -3.2783
F -4.1751 1.2148 -1.1556
H -7.5244 -0.1894 1.3596
H -8.9990 -1.0587 0.7683
H -8.5205 0.4362 0.1480
H -7.8786 -1.5065 -1.4188
H -6.8378 -2.1306 -0.0966
C 5.2197 5.2056 1.2681
C 3.7285 5.3182 0.9231
O 3.5535 6.1604 -0.2252
C 2.3439 6.4097 -0.6782
O 1.3212 5.9753 -0.2113
C 2.3770 7.3486 -1.8984
F 3.1085 6.7845 -2.8515
F 1.1199 7.5725 -2.2640
F 2.8988 8.5278 -1.5517
H 5.7221 6.1165 1.5913
H 5.7474 4.9079 0.3598
H 5.4214 4.4483 2.0246
H 3.2252 5.6677 1.8252
H 3.2627 4.3554 0.7192

***

In terms of stability, #w leads; the second structure lies 8.0 kcal/mol higher.